# 1
This record from the OMol25 dataset describes C40H83Br3F6N9O13S2 as an isolated structure in a non-equilibrium geometry. The level of theory is the ωB97M-V functional and the def2-TZVPD basis.

Each line ends with the Löwdin charge.
Cartesian coordinates (Å):
O  -1.69  -0.07  0.83  0.222
H  -2.38  -0.53  0.35  0.096
H  -0.85  -0.53  0.82  0.001
H  -1.86  0.08  1.76  0.069
C  1.19  0.82  -0.65  -0.568
F  1.99  0.89  -1.78  0.102
F  0.82  2.04  -0.20  0.105
F  0.05  0.24  -1.06  0.082
S  1.83  -0.21  0.81  0.717
O  3.01  -0.88  0.25  -0.329
O  2.04  0.73  1.89  -0.313
N  0.47  -1.24  1.22  -0.306
S  1.18  -2.48  1.83  0.596
O  1.73  -3.38  0.80  -0.335
O  2.03  -2.30  3.00  -0.305
C  -0.49  -3.47  2.41  -0.563
F  -0.73  -3.16  3.65  0.148
F  -1.55  -3.26  1.59  0.107
F  -0.22  -4.81  2.49  0.108
C  1.58  -1.77  -4.19  -1.490
Br  1.32  -2.55  -2.40  0.630
Br  0.05  -2.20  -5.40  0.595
Br  3.35  -2.28  -4.88  0.577
H  1.65  -0.70  -3.98  -0.058
C  1.09  2.73  -3.81  -0.031
C  0.14  3.76  -4.51  -0.437
C  0.78  4.12  -5.90  -0.146
C  0.33  3.24  -7.02  -0.210
C  -1.15  2.99  -7.04  -0.131
C  -1.77  2.36  -5.74  -0.478
N  -1.33  3.31  -4.67  0.001
O  -1.93  3.20  -3.34  -0.071
C  -3.29  2.55  -5.92  -0.052
C  -1.50  0.88  -5.55  -0.070
C  0.32  4.94  -3.62  -0.076
H  0.90  1.69  -4.09  0.061
H  0.84  2.75  -2.75  0.048
H  2.17  2.83  -3.94  0.097
H  0.47  5.14  -6.14  0.116
H  1.87  4.23  -5.97  0.124
H  0.75  2.24  -6.90  0.107
H  0.88  3.50  -7.93  0.123
H  -1.27  2.35  -7.91  0.127
H  -1.68  3.92  -7.26  0.121
H  -3.70  3.56  -5.86  0.091
H  -3.65  2.11  -6.85  0.090
H  -3.73  1.93  -5.14  0.078
H  -2.24  0.35  -6.16  0.089
H  -0.53  0.53  -5.91  0.024
H  -1.56  0.54  -4.52  0.081
H  1.21  5.45  -3.99  0.088
H  0.36  4.83  -2.54  0.074
H  -0.22  5.79  -4.04  0.095
C  -3.16  -6.37  1.58  -0.028
C  -4.16  -7.48  1.90  -0.460
C  -5.20  -6.87  2.95  -0.150
C  -6.23  -6.03  2.30  -0.229
C  -6.96  -6.88  1.25  -0.117
C  -6.03  -7.45  0.07  -0.409
N  -4.80  -8.14  0.70  -0.035
O  -3.93  -8.82  -0.17  -0.029
C  -6.89  -8.44  -0.77  -0.049
C  -5.74  -6.27  -0.86  -0.057
C  -3.44  -8.54  2.73  -0.049
H  -3.77  -5.62  1.07  0.063
H  -2.37  -6.76  0.95  0.097
H  -2.63  -6.05  2.48  0.076
H  -5.83  -7.56  3.51  0.123
H  -4.75  -6.20  3.68  0.119
H  -5.87  -5.18  1.72  0.081
H  -6.79  -5.58  3.12  0.115
H  -7.74  -6.20  0.90  0.113
H  -7.51  -7.75  1.61  0.111
H  -6.38  -8.97  -1.58  0.083
H  -7.31  -9.22  -0.13  0.079
H  -7.79  -8.05  -1.23  0.084
H  -5.01  -6.48  -1.64  0.086
H  -6.57  -5.99  -1.52  0.085
H  -5.28  -5.36  -0.47  0.055
H  -2.81  -9.18  2.12  0.079
H  -4.11  -9.25  3.22  0.085
H  -2.78  -8.04  3.45  0.086
C  6.42  7.10  1.03  -0.041
C  5.38  5.90  0.97  -0.438
C  4.28  6.34  -0.02  -0.128
C  3.25  5.20  -0.23  -0.166
C  3.89  3.82  -0.60  -0.110
C  5.16  3.51  0.21  -0.509
N  5.97  4.65  0.43  -0.014
O  7.44  4.48  0.83  -0.011
C  4.84  2.70  1.49  -0.027
C  5.89  2.55  -0.76  -0.042
C  4.89  5.78  2.48  -0.018
H  6.98  7.24  0.10  0.083
H  7.06  7.03  1.91  0.075
H  5.94  8.08  1.02  0.080
H  3.65  7.17  0.30  0.120
H  4.72  6.64  -0.97  0.123
H  2.41  5.40  -0.90  0.102
H  2.83  5.13  0.77  0.075
H  4.17  3.88  -1.66  0.118
H  3.02  3.17  -0.58  0.097
H  5.60  2.78  2.26  0.096
H  3.87  3.02  1.85  0.039
H  4.76  1.63  1.33  0.079
H  5.37  1.62  -0.99  0.093
H  6.35  2.99  -1.65  0.094
H  6.87  2.33  -0.34  0.079
H  4.32  6.66  2.79  0.086
H  5.69  5.67  3.22  0.086
H  4.18  4.95  2.47  0.031
O  6.83  -3.63  -1.09  -0.002
C  5.73  -3.35  -0.56  -0.564
N  4.78  -2.70  -1.22  0.152
C  5.25  -3.79  0.85  0.004
H  5.06  -2.57  -2.18  0.083
H  4.17  -2.06  -0.72  0.036
H  4.61  -2.96  1.15  0.044
H  6.10  -3.80  1.53  0.076
H  4.69  -4.72  0.80  0.089
O  -3.46  -1.90  0.22  -0.012
C  -4.56  -1.99  0.78  -0.568
N  -5.63  -1.88  0.04  0.202
C  -4.62  -2.12  2.28  0.020
H  -6.49  -2.09  0.53  0.123
H  -5.57  -1.58  -0.92  0.137
H  -3.78  -1.55  2.67  0.062
H  -4.37  -3.11  2.67  0.082
H  -5.47  -1.82  2.90  0.088
O  -2.19  0.40  3.41  0.005
C  -1.97  1.12  4.36  -0.593
N  -2.95  1.77  4.85  0.209
C  -0.53  1.39  4.85  0.010
H  -2.85  2.44  5.61  0.138
H  -3.72  1.72  4.20  0.141
H  -0.16  1.08  5.82  0.075
H  -0.37  2.47  4.86  0.067
H  0.19  1.07  4.09  0.063
O  -1.35  3.52  2.63  0.046
C  -1.16  3.94  1.53  -0.626
N  -1.81  3.33  0.53  0.180
C  -0.21  5.06  1.22  0.015
H  -2.37  2.51  0.69  0.105
H  -1.79  3.70  -0.41  0.103
H  -0.72  5.75  0.55  0.095
H  0.71  4.61  0.84  0.053
H  0.11  5.53  2.15  0.087
O  2.60  1.83  6.43  0.349
C  3.06  1.51  5.35  -0.410
N  3.07  2.48  4.44  0.283
C  3.59  0.07  5.09  0.103
H  3.26  2.21  3.49  0.084
H  2.70  3.39  4.69  0.156
H  2.72  -0.56  4.92  0.099
H  4.15  -0.23  5.97  0.110
H  4.29  0.02  4.26  0.115

Total charge: +1
Orbital gap (alpha / beta), eV: 6.85 / 1.82
2S+1: 5


# 2
This record from the OMol25 dataset describes a 3-piece molecular cluster, C40H85FNO11P2 overall in a non-equilibrium geometry. The level of theory is the ωB97M-V functional and the def2-TZVPD basis.

Each line ends with the Löwdin charge.
Cartesian coordinates (Å):
C  7.38  -4.55  -0.88  -0.105
C  6.71  -3.29  -1.46  -0.259
C  7.29  -2.84  -2.81  -0.228
C  7.01  -1.36  -3.08  -0.205
C  5.66  -1.10  -3.80  -0.206
C  5.82  -0.12  -4.99  -0.197
C  4.49  0.63  -5.27  -0.201
C  4.54  2.13  -4.89  -0.190
C  3.67  2.49  -3.66  -0.204
C  2.69  3.64  -4.02  -0.207
C  1.49  3.05  -4.80  -0.201
C  0.25  2.96  -3.90  -0.208
C  -0.73  1.83  -4.29  -0.190
C  -1.95  2.42  -5.06  -0.200
C  -3.14  2.53  -4.10  -0.180
C  -3.82  1.16  -3.83  -0.137
C  -5.32  1.19  -4.19  -0.208
C  -5.55  0.86  -5.68  -0.276
F  -4.60  1.44  -6.49  0.027
C  -5.73  -0.63  -5.98  -0.051
C  -5.21  -1.60  -4.93  -0.202
C  -5.97  -2.91  -5.11  -0.146
O  -5.41  -3.90  -4.25  0.005
C  -6.06  -5.09  -4.34  -0.531
C  -5.45  -6.20  -3.55  0.033
O  -7.02  -5.24  -5.03  0.146
N  -5.44  -1.15  -3.50  0.137
C  -6.13  0.16  -3.39  -0.211
C  -6.26  0.66  -1.93  -0.129
C  -6.07  -0.40  -0.83  -0.186
C  -5.96  0.29  0.54  -0.167
C  -4.53  0.60  0.92  -0.248
O  -3.87  1.36  -0.11  -0.075
H  7.64  -4.40  0.17  0.064
H  6.67  -5.37  -0.89  0.063
H  8.25  -4.86  -1.46  0.065
H  6.85  -2.47  -0.75  0.095
H  5.64  -3.44  -1.61  0.103
H  6.86  -3.46  -3.61  0.107
H  8.37  -3.01  -2.83  0.103
H  7.82  -0.92  -3.66  0.102
H  6.96  -0.84  -2.12  0.101
H  5.22  -2.04  -4.15  0.107
H  4.98  -0.62  -3.10  0.101
H  6.59  0.59  -4.71  0.095
H  6.09  -0.69  -5.88  0.108
H  4.22  0.51  -6.32  0.100
H  3.72  0.14  -4.68  0.086
H  5.57  2.45  -4.75  0.104
H  4.16  2.68  -5.75  0.099
H  4.29  2.76  -2.80  0.105
H  3.05  1.63  -3.39  0.095
H  3.23  4.31  -4.70  0.100
H  2.38  4.18  -3.13  0.103
H  1.31  3.65  -5.69  0.112
H  1.77  2.05  -5.14  0.098
H  0.59  2.78  -2.88  0.106
H  -0.29  3.91  -3.87  0.112
H  -1.07  1.35  -3.37  0.100
H  -0.25  1.09  -4.93  0.103
H  -2.22  1.78  -5.90  0.096
H  -1.69  3.40  -5.45  0.111
H  -3.88  3.19  -4.56  0.110
H  -2.81  3.00  -3.17  0.118
H  -3.72  0.96  -2.76  0.103
H  -3.29  0.40  -4.40  0.120
H  -5.72  2.17  -3.95  0.155
H  -6.50  1.36  -5.92  0.157
H  -6.75  -0.87  -6.27  0.133
H  -5.14  -0.83  -6.88  0.146
H  -4.16  -1.86  -5.04  0.167
H  -5.88  -3.23  -6.15  0.154
H  -7.03  -2.73  -4.92  0.149
H  -5.46  -5.93  -2.49  0.095
H  -4.41  -6.36  -3.83  0.097
H  -6.00  -7.12  -3.73  0.097
H  -4.57  -1.16  -2.98  0.172
H  -6.03  -1.85  -3.04  0.168
H  -7.13  0.08  -3.82  0.169
H  -7.24  1.11  -1.78  0.134
H  -5.53  1.45  -1.78  0.101
H  -5.21  -1.06  -0.99  0.108
H  -6.98  -1.01  -0.81  0.117
H  -6.48  1.25  0.44  0.119
H  -6.47  -0.26  1.33  0.121
H  -4.56  1.18  1.84  0.123
H  -3.95  -0.30  1.14  0.114
H  -3.41  2.07  0.33  0.095
O  -2.75  0.02  4.26  -0.226
P  -2.38  -1.21  5.00  0.483
O  -1.68  -0.77  6.39  -0.197
C  -2.45  -0.07  7.38  -0.275
C  -3.46  -0.97  8.06  -0.076
O  -1.06  -1.74  4.20  -0.223
C  -0.60  -1.15  2.99  -0.276
C  0.48  -0.13  3.28  -0.065
O  -2.91  -2.65  5.39  -0.193
C  -2.17  -3.88  5.29  -0.246
C  -1.04  -3.97  6.30  -0.067
H  -2.94  0.79  6.92  0.113
H  -1.74  0.31  8.11  0.116
H  -4.24  -1.30  7.36  0.071
H  -3.95  -0.44  8.88  0.082
H  -2.98  -1.87  8.45  0.077
H  -1.42  -0.71  2.42  0.094
H  -0.20  -1.96  2.38  0.118
H  0.13  0.64  3.96  0.062
H  0.82  0.36  2.36  0.082
H  1.34  -0.61  3.75  0.079
H  -1.82  -4.05  4.28  0.113
H  -2.90  -4.66  5.50  0.121
H  -0.27  -3.24  6.11  0.073
H  -0.59  -4.97  6.25  0.085
H  -1.42  -3.80  7.31  0.079
O  3.74  4.15  4.63  -0.212
P  3.92  2.78  5.16  0.545
O  3.37  2.93  6.70  -0.215
C  1.98  3.18  6.90  -0.277
C  1.15  1.94  6.60  -0.075
O  5.52  2.68  5.41  -0.225
C  6.44  3.64  4.89  -0.273
C  6.76  4.69  5.92  -0.069
O  3.70  1.19  5.15  -0.221
C  4.65  0.20  5.59  -0.252
C  4.88  0.21  7.08  -0.068
H  1.66  4.03  6.28  0.110
H  1.86  3.47  7.94  0.118
H  1.21  1.69  5.54  0.044
H  0.10  2.10  6.86  0.076
H  1.52  1.08  7.15  0.080
H  6.07  4.08  3.96  0.107
H  7.35  3.09  4.63  0.117
H  5.85  5.19  6.27  0.078
H  7.44  5.45  5.51  0.079
H  7.23  4.24  6.80  0.078
H  5.58  0.29  5.03  0.114
H  4.21  -0.76  5.30  0.117
H  5.36  1.13  7.41  0.073
H  5.52  -0.63  7.35  0.084
H  3.94  0.12  7.62  0.076

Total charge: +1
Orbital gap, eV: 8.62
2S+1: 1


# 3
This record from the OMol25 dataset describes a 6-piece molecular cluster, C40H86F6N4O7S2 overall in a non-equilibrium geometry. The level of theory is the ωB97M-V functional and the def2-TZVPD basis.

Each line ends with the Löwdin charge.
Cartesian coordinates (Å):
C  1.75  2.95  -2.30  0.008
N  0.44  3.75  -2.53  -0.305
C  0.34  4.47  -3.91  -0.038
C  -0.75  2.77  -2.43  -0.077
C  0.32  4.73  -1.33  -0.099
C  1.42  5.83  -1.26  -0.239
O  2.56  5.35  -0.59  -0.091
H  1.77  2.04  -2.91  0.082
H  1.71  2.55  -1.29  0.070
H  2.53  3.70  -2.47  0.088
H  0.74  3.79  -4.67  0.083
H  1.17  5.16  -3.79  0.073
H  -0.67  4.83  -4.12  0.071
H  -1.71  3.27  -2.50  0.029
H  -0.81  2.29  -1.45  0.063
H  -0.63  2.00  -3.20  0.080
H  0.17  4.14  -0.43  0.120
H  -0.60  5.24  -1.63  0.093
H  0.99  6.59  -0.61  0.119
H  1.77  6.34  -2.16  0.115
H  3.12  6.07  -0.28  0.099
C  1.06  4.87  2.47  -0.107
C  1.79  3.62  2.20  -0.293
C  1.66  2.49  3.22  -0.163
C  2.35  1.11  2.95  -0.036
N  2.15  0.06  4.13  -0.155
C  0.66  -0.29  4.48  -0.052
C  0.64  -0.70  6.00  -0.134
C  2.02  -0.42  6.59  -0.127
C  2.73  0.43  5.48  -0.092
C  2.83  -1.27  3.60  -0.073
C  4.39  -1.22  3.60  -0.260
C  4.86  -2.43  2.88  -0.099
H  1.24  5.29  3.46  0.087
H  0.01  4.79  2.19  0.082
H  1.51  5.55  1.75  0.056
H  2.86  3.76  2.00  0.115
H  1.41  3.22  1.26  0.077
H  0.59  2.33  3.40  0.110
H  2.06  2.90  4.15  0.102
H  3.40  1.07  2.66  0.116
H  1.80  0.65  2.13  0.088
H  0.22  -1.12  3.93  0.099
H  0.12  0.65  4.36  0.114
H  0.22  -1.69  6.17  0.107
H  -0.10  0.02  6.36  0.120
H  2.52  -1.37  6.80  0.106
H  1.85  -0.11  7.62  0.121
H  3.82  0.51  5.59  0.124
H  2.42  1.46  5.64  0.114
H  2.38  -1.57  2.66  0.119
H  2.51  -2.02  4.32  0.134
H  4.84  -1.15  4.59  0.107
H  4.82  -0.28  3.25  0.098
H  4.62  -2.41  1.82  0.072
H  4.47  -3.20  3.54  0.095
H  5.95  -2.46  2.84  0.081
C  8.74  -0.06  -0.81  -0.121
C  7.41  0.38  -1.42  -0.217
C  6.37  -0.87  -1.35  -0.146
C  5.27  -0.48  -2.34  -0.091
N  4.45  -1.69  -3.02  -0.169
C  3.68  -2.51  -2.01  -0.083
C  2.54  -3.25  -2.81  -0.143
C  2.15  -2.35  -3.94  -0.153
C  3.22  -1.19  -3.87  -0.063
C  5.28  -2.63  -3.91  -0.173
C  6.09  -2.07  -4.98  -0.243
C  6.86  -3.25  -5.55  -0.072
H  9.18  -0.86  -1.40  0.074
H  8.62  -0.44  0.20  0.074
H  9.51  0.71  -0.74  0.075
H  7.64  0.70  -2.43  0.104
H  6.94  1.17  -0.83  0.104
H  5.89  -1.07  -0.39  0.105
H  6.91  -1.78  -1.61  0.104
H  5.58  0.07  -3.23  0.108
H  4.59  0.19  -1.82  0.126
H  4.40  -3.25  -1.65  0.129
H  3.38  -1.79  -1.25  0.105
H  2.75  -4.25  -3.18  0.115
H  1.67  -3.37  -2.16  0.119
H  2.18  -2.87  -4.90  0.113
H  1.15  -1.94  -3.83  0.102
H  3.45  -0.92  -4.90  0.114
H  2.82  -0.35  -3.30  0.103
H  4.59  -3.38  -4.29  0.137
H  5.92  -3.13  -3.19  0.126
H  6.52  -1.16  -4.57  0.113
H  5.41  -1.68  -5.73  0.115
H  6.30  -4.04  -6.04  0.093
H  7.49  -3.66  -4.76  0.084
H  7.53  -2.86  -6.31  0.083
C  -10.97  -2.76  -0.93  -0.104
C  -9.57  -2.41  -1.42  -0.245
C  -8.91  -1.21  -0.75  -0.185
C  -7.67  -0.91  -1.54  -0.122
N  -6.86  0.26  -0.90  -0.198
C  -7.66  1.52  -0.93  -0.132
C  -7.62  2.14  -2.37  -0.108
C  -6.20  1.68  -2.87  -0.164
C  -5.68  0.65  -1.80  -0.089
C  -6.39  -0.15  0.53  -0.114
C  -5.56  -1.42  0.76  -0.206
C  -5.33  -1.80  2.26  -0.060
H  -11.61  -3.34  -1.60  0.075
H  -11.54  -1.86  -0.66  0.073
H  -10.94  -3.36  -0.02  0.074
H  -9.68  -2.23  -2.49  0.112
H  -8.99  -3.32  -1.29  0.117
H  -8.71  -1.41  0.30  0.124
H  -9.45  -0.27  -0.92  0.111
H  -7.84  -0.70  -2.59  0.141
H  -7.06  -1.81  -1.54  0.124
H  -7.20  2.23  -0.24  0.126
H  -8.61  1.45  -0.40  0.125
H  -7.45  3.20  -2.21  0.102
H  -8.50  1.90  -2.97  0.111
H  -5.50  2.51  -2.82  0.063
H  -6.22  1.20  -3.84  0.102
H  -4.95  1.10  -1.12  0.109
H  -5.41  -0.32  -2.22  0.123
H  -7.31  -0.31  1.10  0.114
H  -5.87  0.67  1.00  0.134
H  -4.63  -1.27  0.21  0.091
H  -6.04  -2.28  0.30  0.099
H  -5.14  -2.83  2.56  0.077
H  -6.11  -1.54  2.97  0.082
H  -4.46  -1.22  2.56  0.066
C  -1.15  -1.04  0.28  -0.551
F  -1.02  -1.09  1.63  0.103
F  -1.35  -2.25  -0.28  0.119
F  -2.19  -0.22  -0.10  0.066
S  0.52  -0.30  -0.45  0.489
O  0.37  -0.49  -1.92  -0.356
O  0.55  1.05  0.08  -0.356
O  1.57  -1.11  0.19  -0.357
C  -2.09  -3.02  4.27  -0.608
F  -2.17  -1.74  4.01  0.112
F  -2.63  -3.85  3.29  0.061
F  -0.80  -3.40  4.51  0.080
S  -3.09  -3.34  5.89  0.502
O  -2.76  -4.75  6.25  -0.352
O  -2.51  -2.33  6.81  -0.387
O  -4.44  -2.94  5.55  -0.349

Total charge: +1
Orbital gap (alpha / beta), eV: 2.09 / 7.02
2S+1: 2


no.,E_tot (hartree)
1,-12161.73479
2,-3239.94612
3,-3716.40669